Record 1
ORCA calculation (ωB97M-V/def2-TZVPD) on 2 unconnected molecules or ions with the total composition C6H11FSi at a distorted geometry.

```
19
Properties=species:S:1:pos:R:3:forces:R:3
C 3.649 -0.691 -0.771 -4.38 1.39 0.25
C 2.486 -0.319 -0.730 2.48 -0.26 -0.20
C 0.989 2.528 0.361 -3.33 -1.34 2.64
C -2.903 -1.827 0.912 -1.44 -0.21 0.77
C 0.269 1.886 -0.815 3.24 -0.52 -1.40
C -1.476 -2.254 0.948 0.79 0.92 3.56
F 0.473 -0.372 -2.569 -0.02 -0.09 -0.50
Si 0.776 0.043 -1.057 -1.82 0.79 0.89
H 4.542 -1.127 -0.889 2.87 -1.12 -0.12
H 0.569 3.512 0.527 -0.28 0.25 0.22
H 0.782 1.901 1.355 0.24 1.29 -1.98
H 1.985 2.676 0.377 3.53 0.04 -0.66
H -3.224 -0.794 1.320 0.92 -1.69 -0.15
H -3.150 -1.750 -0.168 -0.45 -0.46 0.70
H -3.561 -2.673 1.503 1.21 2.04 -1.60
H 0.511 2.376 -1.809 -0.18 -0.33 1.05
H -0.715 2.091 -0.597 -2.54 -0.26 -0.04
H -1.139 -2.829 0.151 0.64 -0.89 -1.23
H -0.862 -2.376 1.952 -1.48 0.45 -2.22
```
Positions in Å, forces in eV/Å.

Calculated values
energy	-624.41113	Eh
orbital gap (alpha / beta)	7.63 / 7.89	eV
total charge	0

Atomic partial charges in e from the Mulliken method, atoms 1 to 8: C 0.359; C -0.776; C -1.238; C -0.611; C -0.481; C -0.729; F -0.254; Si 0.158

Record 2
ORCA calculation (ωB97M-V/def2-TZVPD) on a molecular structure, C30H25B2F8MnN5O10 at a distorted geometry.

```
81
Properties=species:S:1:pos:R:3:forces:R:3
Mn 13.643 7.814 -10.455 0.98 -0.27 0.18
B 11.367 7.700 -10.539 -5.82 1.95 -0.70
F 9.943 7.504 -10.583 2.18 0.69 -0.47
F 11.775 8.789 -9.743 -0.01 1.54 -0.60
F 11.917 6.735 -9.860 2.28 -5.25 2.51
F 12.035 7.712 -11.777 -0.39 0.64 -0.85
B 14.974 9.631 -11.671 2.96 4.53 -1.57
F 14.282 10.344 -12.598 -0.25 -0.71 -0.70
F 14.291 9.793 -10.482 -1.11 -0.06 2.75
F 15.028 8.270 -11.804 0.31 -2.77 -1.20
F 16.301 10.112 -11.573 -0.95 -0.60 0.18
C 6.933 6.940 -9.482 0.36 0.51 1.13
C 6.940 6.501 -10.752 -0.59 0.22 -1.51
C 5.900 6.884 -11.617 -0.07 -1.12 0.09
C 4.835 7.663 -11.149 0.80 -0.87 0.08
C 4.762 7.990 -9.796 0.72 0.49 -0.91
C 5.869 7.680 -9.009 -0.80 0.06 0.89
N 3.672 8.033 -12.016 3.72 -0.62 -1.22
O 2.637 8.095 -11.520 -5.23 0.17 3.80
O 3.807 8.256 -13.182 1.88 0.10 -2.11
H 7.801 6.694 -8.888 -0.17 0.13 0.48
H 7.776 5.884 -11.048 -0.23 -0.08 -0.55
H 5.890 6.283 -12.514 -0.30 0.85 -0.72
H 3.908 8.578 -9.494 0.06 -0.11 0.48
H 5.873 7.925 -7.957 -0.14 0.31 0.05
C 8.798 8.894 -15.464 1.31 -2.46 2.39
C 9.695 8.703 -14.368 0.38 1.71 -2.31
C 10.341 9.829 -13.859 -1.32 0.43 0.67
C 9.933 11.114 -14.305 -0.75 -1.53 0.29
C 8.858 11.217 -15.233 2.03 1.84 0.70
C 8.295 10.113 -15.800 -0.41 -0.71 -0.41
N 10.560 12.295 -13.656 0.31 3.24 -1.14
O 11.408 12.197 -12.798 -0.22 -1.67 0.25
O 10.278 13.447 -14.070 -0.71 -2.25 -0.12
H 8.584 7.915 -15.868 -0.99 0.32 -0.72
H 10.052 7.699 -14.192 -0.08 0.09 0.49
H 10.949 9.690 -12.977 0.56 0.43 -0.28
H 8.627 12.186 -15.652 -0.26 0.26 0.47
H 7.468 10.158 -16.493 0.16 0.35 -0.23
C 16.638 1.226 -11.543 0.94 0.08 -1.62
C 16.637 1.629 -12.899 -1.30 1.74 2.04
C 15.999 2.874 -13.163 -0.05 -0.96 -1.03
C 15.306 3.635 -12.197 1.81 -1.43 -1.38
C 15.371 3.150 -10.889 -1.39 1.33 -0.31
C 16.075 2.002 -10.549 -0.57 -0.31 -0.39
N 14.612 4.907 -12.637 -0.75 0.35 0.82
O 14.201 5.639 -11.687 0.66 -1.07 -1.26
O 14.430 5.151 -13.818 0.53 -0.57 2.09
H 17.156 0.308 -11.307 -0.10 -0.12 0.27
H 17.075 1.027 -13.681 -0.01 0.16 -0.02
H 15.982 3.106 -14.217 -0.15 0.68 0.00
H 14.665 3.690 -10.275 0.46 -0.10 1.01
H 16.098 1.563 -9.563 -0.22 0.51 0.27
C 7.977 10.079 -11.301 -1.03 0.99 0.18
C 9.036 10.813 -10.790 1.29 0.56 -0.84
C 9.083 12.227 -10.700 -1.76 0.45 -0.77
C 7.919 12.947 -11.076 -0.45 -2.95 0.05
C 6.801 12.146 -11.447 -0.18 2.16 -0.95
C 6.797 10.781 -11.591 0.96 -0.32 1.34
N 7.881 14.420 -11.031 0.31 0.84 0.36
O 8.950 14.923 -10.727 -0.27 0.01 -0.15
O 6.865 15.083 -11.235 0.58 -1.47 -0.07
H 7.967 9.018 -11.503 0.52 -0.11 0.34
H 9.989 10.316 -10.682 0.05 -0.11 0.42
H 9.957 12.826 -10.490 0.24 -0.46 0.30
H 5.935 12.643 -11.858 -0.30 0.40 0.51
H 5.861 10.251 -11.697 0.01 0.06 -0.77
C 11.958 2.874 -12.298 -1.87 1.01 -2.04
C 11.329 3.996 -11.674 2.01 -2.14 -1.92
C 10.512 4.783 -12.485 -1.41 0.61 1.14
C 10.055 4.388 -13.738 0.46 -0.13 0.34
C 10.604 3.254 -14.316 -0.38 0.65 -0.93
C 11.617 2.580 -13.669 0.49 -0.38 2.59
N 8.868 5.117 -14.396 -0.31 -2.21 -1.09
O 8.257 5.898 -13.749 -0.09 1.85 2.10
O 8.426 4.760 -15.484 1.73 -0.57 0.10
H 12.627 2.181 -11.810 0.09 0.22 0.29
H 11.709 4.121 -10.670 -0.77 0.98 0.20
H 10.034 5.644 -12.041 0.02 0.26 0.00
H 10.208 2.992 -15.286 0.22 -0.34 -0.14
H 12.105 1.686 -14.031 -0.23 0.05 -0.66
```
Positions in Å, forces in eV/Å.

Calculated values
energy	-4183.88490	Eh
orbital gap (alpha / beta)	7.19 / 7.15	eV
total charge	0
2S+1	6

Atomic partial charges in e from the Mulliken method, atoms 1 to 8: Mn 1.042; B 1.116; F -0.051; F -0.398; F -0.228; F -0.470; B 0.333; F -0.333

Record 3
ORCA calculation (ωB97M-V/def2-TZVPD) on a molecular structure, C21H41NO7P2Rh at a distorted geometry.

```
73
Properties=species:S:1:pos:R:3:forces:R:3
Rh 1.290 -0.928 -0.539 0.79 -1.15 1.08
O 0.372 -2.285 -1.663 -0.07 -0.55 -0.52
C 0.982 -2.822 -2.899 -0.02 -0.12 -0.36
C 2.121 -3.777 -2.608 -0.10 0.09 0.32
C 3.089 -3.170 -1.589 0.11 0.11 -0.39
C 3.636 -1.855 -2.075 -0.09 0.25 0.36
C 4.700 -1.734 -2.948 0.07 -0.09 0.12
C 5.154 -0.473 -3.302 0.02 0.06 -0.02
C 4.526 0.657 -2.786 0.09 0.02 0.00
C 3.455 0.487 -1.945 0.01 -0.33 -0.08
N 3.019 -0.749 -1.597 -0.12 0.79 -1.27
H 0.060 -3.025 -1.112 -0.09 0.11 0.06
H 1.300 -1.938 -3.449 0.01 0.03 0.06
H 0.186 -3.302 -3.467 -0.10 0.04 0.12
H 2.622 -3.975 -3.558 0.06 -0.03 0.03
H 1.761 -4.738 -2.236 -0.09 0.03 -0.04
H 3.897 -3.862 -1.354 0.00 0.01 -0.01
H 2.566 -3.002 -0.632 0.05 -0.11 0.18
H 5.184 -2.626 -3.324 0.03 0.01 0.02
H 6.002 -0.368 -3.967 -0.02 -0.01 -0.02
H 4.858 1.653 -3.041 0.01 -0.01 0.00
H 2.909 1.330 -1.540 -0.04 -0.01 -0.03
C -3.620 -1.424 3.609 0.11 -0.15 -0.18
C -2.256 -0.932 4.022 -0.21 0.14 0.33
C -1.760 -1.501 5.325 0.17 -0.13 -0.11
O -1.257 -1.368 2.967 -0.15 0.02 -0.07
P -0.747 -0.544 1.792 0.47 -0.32 -0.14
O 0.169 -1.481 0.974 -1.33 -0.15 0.35
C -2.011 0.165 0.754 0.04 0.07 -0.05
P -1.266 1.104 -0.603 0.23 -0.04 0.13
O -0.052 0.302 -1.145 -0.31 0.63 -0.55
O -0.742 2.442 -0.088 0.05 0.05 0.03
C -1.376 3.754 0.314 -0.09 0.36 0.12
C -2.791 3.904 -0.189 0.03 -0.20 -0.09
C -1.239 3.880 1.811 0.02 -0.19 0.01
O -2.331 1.348 -1.668 0.12 -0.21 -0.19
C -2.744 0.637 -2.926 -0.17 -0.07 -0.22
C -2.967 -0.830 -2.656 0.07 0.04 0.17
C -1.743 0.946 -4.011 0.14 0.07 0.15
O 0.089 0.711 2.209 0.07 0.08 0.34
C 1.487 0.523 2.645 -0.20 -0.17 -0.23
C 2.335 0.795 1.422 0.17 0.46 0.41
C 1.775 1.471 3.782 0.03 0.10 -0.05
H -4.332 -1.197 4.402 -0.01 0.02 0.00
H -3.606 -2.504 3.459 -0.01 0.00 0.07
H -3.976 -0.952 2.692 -0.01 0.03 0.03
H -2.224 0.161 4.054 0.09 -0.01 -0.10
H -1.684 -2.587 5.262 -0.07 0.00 0.01
H -2.466 -1.248 6.114 0.01 0.02 0.02
H -0.781 -1.104 5.591 -0.03 0.04 0.02
H -2.651 0.838 1.332 -0.05 -0.04 0.00
H -2.618 -0.649 0.348 -0.04 0.03 0.00
H -0.733 4.483 -0.174 0.07 -0.12 -0.07
H -3.450 3.117 0.185 -0.01 0.05 0.07
H -2.843 3.912 -1.276 0.01 0.02 0.00
H -3.169 4.858 0.175 -0.01 0.00 0.00
H -1.894 3.185 2.341 -0.02 0.03 -0.02
H -1.518 4.893 2.100 -0.01 0.00 0.02
H -0.212 3.706 2.127 0.01 0.04 0.00
H -3.694 1.117 -3.149 0.01 0.07 0.09
H -2.034 -1.331 -2.388 0.02 -0.01 -0.03
H -3.357 -1.296 -3.561 0.00 -0.01 0.00
H -3.705 -0.983 -1.867 -0.02 0.00 -0.04
H -0.753 0.561 -3.756 -0.03 -0.07 -0.03
H -1.663 2.019 -4.175 -0.03 -0.01 -0.03
H -2.072 0.481 -4.939 -0.01 0.01 -0.01
H 1.609 -0.512 2.969 -0.01 0.01 0.03
H 2.210 1.812 1.052 -0.10 -0.06 -0.10
H 2.034 0.123 0.559 0.48 0.55 0.43
H 3.389 0.589 1.598 0.00 -0.12 -0.12
H 1.633 2.507 3.475 0.00 0.00 -0.01
H 2.804 1.344 4.119 0.00 -0.01 0.01
H 1.114 1.258 4.621 0.02 -0.02 -0.01
```
Positions in Å, forces in eV/Å.

Calculated values
energy	-2198.66062	Eh
orbital gap	7.11	eV
total charge	+3

Atomic partial charges in e from the Mulliken method, atoms 1 to 8: Rh 0.163; O -0.050; C -0.551; C -0.745; C -0.972; C 1.004; C -0.646; C -0.378

Record 4
ORCA calculation (ωB97M-V/def2-TZVPD) on a molecular structure, C6H9N at a distorted geometry.

```
16
Properties=species:S:1:pos:R:3:forces:R:3
C -1.286 -0.949 0.103 0.10 -1.89 1.55
C 0.239 -0.920 -0.406 -0.56 -0.62 -5.12
C 0.710 -0.670 0.926 0.49 2.94 3.35
C -0.682 0.190 0.969 0.82 -0.04 0.28
C 0.757 1.626 -0.697 4.73 -1.06 3.26
C 0.052 0.477 -1.158 2.80 -3.69 0.36
H -2.358 -0.804 -0.366 2.67 -0.22 0.22
H -1.177 -1.958 0.624 -1.29 1.32 -0.06
H 0.757 -1.817 -0.825 -0.87 0.79 -0.71
H 0.697 -1.614 1.521 0.03 1.06 -0.17
H 1.683 -0.015 1.107 -1.95 -1.71 -0.43
H -1.201 0.658 1.826 0.53 -0.45 -0.32
H 0.813 2.499 -1.224 -0.61 2.24 -1.34
H 1.788 1.509 -0.178 -1.89 -0.13 -0.50
H -0.320 0.583 -2.089 -1.67 -0.58 -3.02
N -0.475 1.204 -0.134 -3.34 2.04 2.64
```
Positions in Å, forces in eV/Å.

Calculated values
energy	-288.60454	Eh
orbital gap	9.81	eV
total charge	0

Atomic partial charges in e from the Mulliken method, atoms 1 to 8: C -0.580; C -0.177; C -0.613; C -0.146; C -0.370; C -0.337; H 0.285; H 0.236

The highest energy belongs to which entry?
C6H9N

Copy entry 4 word for word.
ORCA calculation (ωB97M-V/def2-TZVPD) on a molecular structure, C6H9N at a distorted geometry.

```
16
Properties=species:S:1:pos:R:3:forces:R:3
C -1.286 -0.949 0.103 0.10 -1.89 1.55
C 0.239 -0.920 -0.406 -0.56 -0.62 -5.12
C 0.710 -0.670 0.926 0.49 2.94 3.35
C -0.682 0.190 0.969 0.82 -0.04 0.28
C 0.757 1.626 -0.697 4.73 -1.06 3.26
C 0.052 0.477 -1.158 2.80 -3.69 0.36
H -2.358 -0.804 -0.366 2.67 -0.22 0.22
H -1.177 -1.958 0.624 -1.29 1.32 -0.06
H 0.757 -1.817 -0.825 -0.87 0.79 -0.71
H 0.697 -1.614 1.521 0.03 1.06 -0.17
H 1.683 -0.015 1.107 -1.95 -1.71 -0.43
H -1.201 0.658 1.826 0.53 -0.45 -0.32
H 0.813 2.499 -1.224 -0.61 2.24 -1.34
H 1.788 1.509 -0.178 -1.89 -0.13 -0.50
H -0.320 0.583 -2.089 -1.67 -0.58 -3.02
N -0.475 1.204 -0.134 -3.34 2.04 2.64
```
Positions in Å, forces in eV/Å.

Calculated values
energy	-288.60454	Eh
orbital gap	9.81	eV
total charge	0

Atomic partial charges in e from the Mulliken method, atoms 1 to 8: C -0.580; C -0.177; C -0.613; C -0.146; C -0.370; C -0.337; H 0.285; H 0.236